(1)
DFT (ωB97M-V/def2-TZVPD) results for a structure of composition C25H38FN4O5PS5SbW.

CARTESIAN COORDINATES (ANGSTROEM)
W 0.6876 -1.3681 0.3756
O 1.6393 1.8625 4.8815
C 2.8738 1.5598 4.4025
C 4.0101 1.8707 5.1448
C 5.2721 1.5647 4.6701
C 5.4190 0.9428 3.4375
C 4.2917 0.6346 2.7007
C 3.0075 0.9319 3.1574
C 1.8721 0.5598 2.2845
O 2.1489 0.1082 1.1106
N 0.6405 0.7165 2.6769
N -0.2473 0.4334 1.6140
C -1.3176 1.1187 1.8074
S -2.6518 1.3024 0.6818
C -3.8265 1.7945 1.9664
C -3.0862 2.7668 2.8602
S -1.4712 2.0508 3.2931
H 1.7419 2.2987 5.7349
H 3.8927 2.3566 6.1079
H 6.1407 1.8133 5.2660
H 6.4012 0.6950 3.0595
H 4.3798 0.1520 1.7379
H -4.1678 0.9153 2.5123
H -4.6716 2.2578 1.4585
H -3.6237 2.9407 3.7920
H -2.9365 3.7198 2.3529
N -0.8207 -1.9884 2.8073
C -2.2323 -1.9696 2.4738
C -2.3541 -2.4745 1.0503
N -1.5439 -1.6317 0.1388
H -0.4859 -2.9029 3.0802
H -0.5264 -1.2976 3.4860
H -2.5965 -0.9455 2.5374
H -2.8667 -2.5752 3.1302
H -3.3968 -2.4897 0.7199
H -1.9680 -3.4896 1.0016
H -1.9765 -0.7091 0.0994
H -1.6426 -2.0049 -0.8071
S 3.7920 -4.6132 -0.7998
Sb 3.7758 -2.6109 0.1989
S 2.1943 -1.1883 -1.3148
S 1.8622 -2.6644 1.8700
C -2.4800 3.8343 -3.7275
C -2.0369 3.2952 -2.3875
O -0.7564 2.6821 -2.5606
P -0.0682 1.9950 -1.2478
O 1.4107 1.9338 -1.8641
C 2.5306 2.3872 -1.0765
C 3.0247 3.7155 -1.6018
O -0.5759 0.4189 -1.4675
C -0.6473 -0.1234 -2.8148
C -2.0824 -0.2126 -3.2838
H -3.4508 4.3223 -3.6345
H -2.5622 3.0251 -4.4536
H -1.7572 4.5588 -4.1012
H -2.7585 2.5611 -2.0139
H -1.9633 4.0955 -1.6447
H 3.2818 1.6038 -1.1507
H 2.2365 2.4610 -0.0282
H 3.2964 3.6367 -2.6545
H 3.9006 4.0368 -1.0364
H 2.2523 4.4807 -1.5026
H -0.1847 -1.1051 -2.7698
H -0.0570 0.4992 -3.4855
H -2.6830 -0.8407 -2.6232
H -2.1066 -0.6680 -4.2748
H -2.5449 0.7723 -3.3464
F -1.8899 -4.1000 -5.6496
C -1.3670 -3.9614 -4.4092
C -0.0032 -3.7766 -4.2701
C 0.5244 -3.6189 -3.0008
C -0.2895 -3.6252 -1.8575
C 0.3177 -3.4268 -0.5048
C -1.6517 -3.8730 -2.0507
C -2.2026 -4.0353 -3.3193
H 0.6290 -3.7739 -5.1481
H 1.5920 -3.5025 -2.8745
H 1.2991 -3.9023 -0.5171
H -0.2471 -3.9831 0.2478
H -2.3048 -3.9990 -1.1929
H -3.2573 -4.2311 -3.4600

Output
Frontier orbital gap (spin up / spin down), eV: 6.445 / 6.989
E_HOMO (spin up / spin down), eV: -6.90 / -7.25
Net charge: 0
LUMO energy (spin up / spin down), eV: -0.45 / -0.26
Spin multiplicity: 2
Electronic energy, eV: -117288.094

Löwdin population analysis, charges in e, atoms 1 to 4:
1 W 1.038
2 O 0.046
3 C -0.252
4 C -0.027

---

(2)
DFT (ωB97M-V/def2-TZVPD) results for a cluster of 2 separate species, C25H38IN2O2 in total.

CARTESIAN COORDINATES (ANGSTROEM)
C -0.4001 -2.1601 -5.9091
C -0.4642 -1.8281 -4.3684
C 0.8814 -2.1346 -3.6185
C 1.3807 -3.5111 -3.4860
C 0.6025 -4.7638 -4.0673
N 0.3159 -5.6390 -2.8813
C -1.0829 -6.1171 -2.8680
C 2.6346 -3.8399 -2.7867
C 3.4146 -2.7745 -2.1689
C 2.8996 -1.4272 -2.2741
C 1.6619 -1.0709 -3.0006
C 1.2587 0.4413 -3.0229
O 0.7736 0.9960 -3.9768
C 1.5863 1.2054 -1.6931
C 2.7193 0.8730 -1.0237
C 3.0339 1.5884 0.3260
C 3.3149 0.4652 1.4163
C 2.3500 -0.7782 1.3217
I 3.0651 1.4334 3.3828
C 3.6612 -0.2447 -1.5943
O 4.8633 -0.1770 -1.5391
H -0.1111 -3.2171 -6.1348
H -1.4154 -1.9754 -6.3378
H 0.3589 -1.4887 -6.3859
H -0.7624 -0.7551 -4.2764
H -1.2977 -2.4191 -3.8882
H -0.3454 -4.4059 -4.5253
H 1.2499 -5.3581 -4.7595
H 0.9856 -6.4036 -2.8481
H -1.1065 -7.1148 -3.3996
H -1.4671 -6.3257 -1.8278
H -1.8108 -5.4152 -3.3374
H 2.9699 -4.9017 -2.7129
H 4.3745 -2.9624 -1.6279
H 0.8631 1.9738 -1.3471
H 3.8840 2.3118 0.2725
H 2.0746 2.0816 0.6486
H 4.3687 0.0916 1.3803
H 2.8653 -1.6912 0.9101
H 1.3872 -0.5860 0.7890
H 2.0718 -1.0635 2.3762
C -1.4651 1.7536 0.8565
C -0.4845 2.0211 1.9936
C -1.0742 2.1247 3.3920
N -1.9879 3.3148 3.6564
C -1.4986 4.5711 2.9922
C -3.4384 3.0213 3.2509
C -4.1213 2.5926 4.5318
C -3.5228 3.5363 5.5523
C -2.0504 3.5569 5.1883
H -2.1468 2.5909 0.6933
H -0.9176 1.6002 -0.0739
H -2.0536 0.8531 1.0476
H 0.1139 2.9062 1.7626
H 0.2275 1.1910 2.0136
H -0.2407 2.2184 4.0912
H -1.6348 1.2242 3.6553
H -1.6073 4.4683 1.9147
H -0.4559 4.7224 3.2687
H -2.1079 5.4039 3.3413
H -3.8727 3.9465 2.8695
H -3.4644 2.2539 2.4818
H -3.8738 1.5546 4.7718
H -5.2061 2.6758 4.4703
H -3.6849 3.2023 6.5774
H -3.9535 4.5362 5.4549
H -1.5196 2.7449 5.6851
H -1.5657 4.5027 5.4242

Output
Frontier orbital gap, eV: 7.731
E_HOMO, eV: -10.30
Net charge: +1
LUMO energy, eV: -2.57
Electronic energy, eV: -41708.865

Löwdin population analysis, charges in e, atoms 1 to 4:
1 C -0.093
2 C -0.190
3 C -0.082
4 C -0.100